1.
C6H12N2 | ωB97M-V/def2-TZVPD

Its SMILES is C=N/C=C/C[C@H](C)N. The lowest unoccupied orbital energy is 0.53 eV. As for the energy relative to the best compared isomer or geometry (same formula, charge and spin): 79.59 kcal per mole. The orbital gap is 8.838 eV. The largest force on an atom is 5.88 eV/A.

CARTESIAN COORDINATES (ANGSTROEM)
1 C -1.15 -2.11 -1.13
2 C -0.78 -0.58 -1.45
3 C -0.96 0.45 -0.27
4 C 0.11 0.49 0.76
5 C 0.03 1.19 1.90
6 N 0.97 2.08 2.45
7 C 2.28 1.87 2.55
8 N 0.60 -0.64 -1.99
9 H -1.58 -2.61 -2.01
10 H -1.85 -2.08 -0.33
11 H -0.22 -2.65 -0.96
12 H -1.59 -0.31 -2.25
13 H -1.95 0.29 0.20
14 H -1.37 1.45 -0.59
15 H 1.04 0.12 0.33
16 H -0.97 1.39 2.31
17 H 2.81 0.95 2.24
18 H 2.84 2.74 2.82
19 H 0.55 -0.82 -3.09
20 H 1.20 -1.22 -1.50

Results of the natural (NBO) charge analysis, in e, for atoms 1 through 8:
1 C -0.621
2 C -0.026
3 C -0.470
4 C -0.200
5 C -0.045
6 N -0.395
7 C -0.071
8 N -0.875

=====

2.
C6H12N2 | ωB97M-V/def2-TZVPD

The lowest unoccupied orbital energy is 0.66 eV. As for the energy relative to the best compared isomer or geometry (same formula, charge and spin): 101.76 kcal per mole. The orbital gap is 7.347 eV. The largest force on an atom is 3.75 eV/A.

CARTESIAN COORDINATES (ANGSTROEM)
1 C 2.11 0.68 -0.04
2 C 0.68 0.67 0.43
3 N 0.63 -0.68 1.74
4 C 0.10 1.79 0.90
5 H 1.47 -0.74 2.31
6 H -0.18 -0.51 2.34
7 H 2.37 -0.31 -0.40
8 H 2.22 1.37 -0.87
9 H 2.78 1.01 0.76
10 H -0.91 1.81 1.27
11 H 0.61 2.74 0.88
12 C -0.26 -0.31 -0.85
13 C -1.72 -0.32 -0.70
14 C -2.57 -1.13 -1.34
15 N 0.41 -0.82 -1.80
16 H -0.17 -1.17 -2.58
17 H 0.41 -1.50 1.15
18 H -2.12 0.35 0.06
19 H -2.23 -1.84 -2.09
20 H -3.63 -1.10 -1.16

Results of the natural (NBO) charge analysis, in e, for atoms 1 through 8:
1 C -0.679
2 C 0.150
3 N -0.898
4 C -0.726
5 H 0.399
6 H 0.396
7 H 0.230
8 H 0.240

=====

3.
C6H12N2 | ωB97M-V/def2-TZVPD

Its SMILES is Cc1c[nH]cn1.CC. The lowest unoccupied orbital energy is 0.92 eV. As for the energy relative to the best compared isomer or geometry (same formula, charge and spin): 9.61 kcal per mole. The orbital gap is 9.622 eV. The largest force on an atom is 1.59 eV/A.

CARTESIAN COORDINATES (ANGSTROEM)
1 C -1.90 -1.74 -0.16
2 C 0.91 -0.70 -2.11
3 C -0.88 -0.99 -0.96
4 C -1.06 0.16 -1.68
5 N 0.40 -1.45 -1.18
6 N 0.02 0.25 -2.53
7 H 1.88 -0.91 -2.53
8 H 0.36 1.13 -2.91
9 H -2.00 0.66 -1.88
10 H -1.82 -1.50 0.90
11 H -1.70 -2.80 -0.29
12 H -2.89 -1.48 -0.55
13 C 1.83 1.09 1.75
14 C 0.38 1.32 2.24
15 H 2.31 2.04 1.56
16 H 2.37 0.49 2.48
17 H 1.77 0.57 0.81
18 H -0.19 0.49 1.79
19 H 0.30 1.12 3.31
20 H -0.08 2.25 1.92

Results of the natural (NBO) charge analysis, in e, for atoms 1 through 8:
1 C -0.636
2 C 0.170
3 C 0.110
4 C -0.133
5 N -0.467
6 N -0.533
7 H 0.201
8 H 0.410

=====

4.
C6H12N2 | ωB97M-V/def2-TZVPD

Its SMILES is Cc1c[nH]cn1.CC. The lowest unoccupied orbital energy is 0.89 eV. As for the energy relative to the best compared isomer or geometry (same formula, charge and spin): 1.92 kcal per mole. The orbital gap is 9.545 eV. The largest force on an atom is 1.24 eV/A.

CARTESIAN COORDINATES (ANGSTROEM)
1 C -0.57 -3.02 -0.33
2 C 0.86 -0.24 1.34
3 C 0.34 -1.94 0.14
4 C 1.53 -1.48 -0.34
5 N -0.06 -1.14 1.19
6 N 1.89 -0.43 0.46
7 H 0.79 0.58 2.03
8 H 2.60 0.24 0.23
9 H 2.21 -1.98 -1.01
10 H -1.41 -2.62 -0.90
11 H -0.99 -3.56 0.52
12 H -0.05 -3.75 -0.95
13 C -1.53 2.06 -0.20
14 C -0.22 2.81 -0.38
15 H -1.44 1.20 0.46
16 H -2.36 2.68 0.14
17 H -1.91 1.60 -1.12
18 H 0.17 3.18 0.57
19 H 0.50 2.12 -0.82
20 H -0.34 3.67 -1.03

Results of the natural (NBO) charge analysis, in e, for atoms 1 through 8:
1 C -0.633
2 C 0.169
3 C 0.094
4 C -0.125
5 N -0.466
6 N -0.528
7 H 0.200
8 H 0.415

=====

5.
C6H12N2 | ωB97M-V/def2-TZVPD

Its SMILES is C=C(N)C(N)=C(C)C. The lowest unoccupied orbital energy is 1.00 eV. As for the energy relative to the best compared isomer or geometry (same formula, charge and spin): 19.64 kcal per mole. The orbital gap is 8.664 eV. The largest force on an atom is 2.38 eV/A.

CARTESIAN COORDINATES (ANGSTROEM)
1 C -1.80 0.86 0.04
2 C -0.76 0.45 -2.24
3 C 0.45 -0.18 -0.16
4 C 0.67 -0.21 1.33
5 C -0.64 0.32 -0.74
6 N 1.60 -0.58 -0.88
7 N 1.84 0.36 1.79
8 C -0.06 -1.12 1.99
9 H 1.42 -0.74 -1.86
10 H 2.08 -1.37 -0.46
11 H 2.47 0.71 1.10
12 H 2.21 -0.01 2.66
13 H -1.99 1.90 -0.26
14 H -1.61 0.84 1.11
15 H -2.71 0.28 -0.16
16 H -1.77 0.74 -2.52
17 H -0.53 -0.50 -2.74
18 H -0.07 1.20 -2.62
19 H 0.18 -1.38 3.01
20 H -0.96 -1.54 1.60

Results of the natural (NBO) charge analysis, in e, for atoms 1 through 8:
1 C -0.628
2 C -0.644
3 C 0.132
4 C 0.164
5 C -0.062
6 N -0.834
7 N -0.817
8 C -0.518

=====

6.
C6H12N2 | ωB97M-V/def2-TZVPD

The lowest unoccupied orbital energy (alpha / beta) is 0.53 / 0.53 eV. As for the energy relative to the best compared isomer or geometry (same formula, charge and spin): 123.02 kcal per mole. The orbital gap (alpha / beta) is 7.038 / 7.041 eV. The largest force on an atom is 2.14 eV/A.

CARTESIAN COORDINATES (ANGSTROEM)
1 C 0.92 1.40 -0.03
2 C -2.74 0.33 0.97
3 C 2.36 1.50 -0.45
4 C -0.62 -0.74 0.20
5 C -1.30 0.35 0.61
6 N -1.08 -2.08 0.01
7 C 1.33 -1.28 -1.03
8 N 0.65 -0.48 -0.29
9 H -2.02 -2.20 0.35
10 H -0.48 -2.77 0.46
11 H 0.25 2.00 -0.63
12 H 0.74 1.53 1.03
13 H -3.33 0.70 0.12
14 H -2.95 1.00 1.81
15 H -3.15 -0.66 1.23
16 H 2.30 -1.00 -1.39
17 H 0.94 -2.26 -1.32
18 H 3.00 0.85 0.14
19 H 2.51 1.29 -1.51
20 H 2.68 2.54 -0.27

Results of the natural (NBO) charge analysis, in e, for atoms 1 through 8:
1 C -0.075
2 C -0.693
3 C -0.679
4 C 0.085
5 C -0.209
6 N -0.864
7 C -0.145
8 N -0.264

=====

7.
C6H12N2 | ωB97M-V/def2-TZVPD

Its SMILES is [H]/N=C(/C=C(C)C)CN. The lowest unoccupied orbital energy is 0.70 eV. As for the energy relative to the best compared isomer or geometry (same formula, charge and spin): 40.19 kcal per mole. The orbital gap is 9.207 eV. The largest force on an atom is 3.73 eV/A.

CARTESIAN COORDINATES (ANGSTROEM)
1 C -1.56 -0.59 0.92
2 C 1.01 1.22 0.97
3 C 2.33 0.08 -0.85
4 C -1.46 0.26 -0.59
5 C 0.98 0.44 -0.32
6 N -1.12 -1.94 0.77
7 C -0.12 0.29 -1.10
8 N -2.48 0.47 -1.29
9 H -3.35 0.58 -0.76
10 H -0.12 -2.00 0.63
11 H -1.58 -2.39 -0.02
12 H -2.63 -0.57 1.15
13 H -1.07 -0.14 1.78
14 H 0.01 0.08 -2.16
15 H 1.21 0.56 1.82
16 H 0.07 1.74 1.16
17 H 1.80 1.96 0.92
18 H 2.70 0.84 -1.54
19 H 2.30 -0.86 -1.40
20 H 3.08 -0.03 -0.07

Results of the natural (NBO) charge analysis, in e, for atoms 1 through 8:
1 C -0.267
2 C -0.659
3 C -0.657
4 C 0.275
5 C 0.085
6 N -0.821
7 C -0.309
8 N -0.643

=====

8.
C6H12N2 | ωB97M-V/def2-TZVPD

Its SMILES is [H]/N=C(/C)[C@H](C)C/C=N/[H]. The lowest unoccupied orbital energy is 0.61 eV. As for the energy relative to the best compared isomer or geometry (same formula, charge and spin): 70.90 kcal per mole. The orbital gap is 9.527 eV. The largest force on an atom is 5.10 eV/A.

CARTESIAN COORDINATES (ANGSTROEM)
1 C 0.19 0.57 -0.69
2 C -1.04 1.18 -0.11
3 C 1.46 1.37 -0.55
4 C 1.29 -1.08 1.32
5 C 0.36 -1.06 0.14
6 C -2.05 0.04 0.25
7 N 0.31 -2.10 -0.57
8 N -2.96 -0.29 -0.53
9 H 0.01 0.26 -1.72
10 H -0.36 -2.04 -1.34
11 H -3.51 -1.09 -0.25
12 H -0.83 1.74 0.80
13 H -1.56 1.80 -0.85
14 H -1.25 -0.79 0.79
15 H 1.59 1.72 0.48
16 H 1.42 2.27 -1.18
17 H 2.33 0.79 -0.85
18 H 2.33 -1.16 0.99
19 H 1.06 -1.94 1.94
20 H 1.19 -0.17 1.92

Results of the natural (NBO) charge analysis, in e, for atoms 1 through 8:
1 C -0.205
2 C -0.500
3 C -0.626
4 C -0.697
5 C 0.284
6 C 0.202
7 N -0.651
8 N -0.630

=====

9.
C6H12N2 | ωB97M-V/def2-TZVPD

Its SMILES is CC(C)=N/C=C(\C)N. The lowest unoccupied orbital energy is 0.92 eV. As for the energy relative to the best compared isomer or geometry (same formula, charge and spin): 48.69 kcal per mole. The orbital gap is 7.855 eV. The largest force on an atom is 3.25 eV/A.

CARTESIAN COORDINATES (ANGSTROEM)
1 C 0.66 1.94 0.10
2 C -0.55 -0.97 2.18
3 C 0.05 -1.91 -0.10
4 C 0.15 1.01 -0.98
5 C -0.60 -0.80 0.69
6 N 0.82 1.13 -2.19
7 C -1.16 0.52 -0.95
8 N -1.57 -0.01 0.20
9 H 0.68 0.38 -2.85
10 H 1.76 1.49 -2.15
11 H -1.74 0.36 -1.86
12 H 1.62 1.58 0.50
13 H 0.83 2.94 -0.32
14 H -0.04 2.04 0.93
15 H -0.87 -1.98 2.47
16 H 0.48 -0.84 2.54
17 H -0.30 -1.96 -1.14
18 H -0.16 -2.88 0.36
19 H 1.14 -1.79 -0.10
20 H -1.20 -0.26 2.69

Results of the natural (NBO) charge analysis, in e, for atoms 1 through 8:
1 C -0.658
2 C -0.675
3 C -0.684
4 C 0.159
5 C 0.313
6 N -0.816
7 C -0.112
8 N -0.464

=====

10.
C6H12N2 | ωB97M-V/def2-TZVPD

The lowest unoccupied orbital energy is 0.92 eV. As for the energy relative to the best compared isomer or geometry (same formula, charge and spin): 210.76 kcal per mole. The orbital gap is 9.641 eV. The largest force on an atom is 7.15 eV/A.

CARTESIAN COORDINATES (ANGSTROEM)
1 C -1.31 0.51 -0.48
2 C -1.38 -0.39 0.80
3 C 0.14 -0.91 1.30
4 C 0.97 -1.63 0.20
5 C 1.04 -0.05 -0.26
6 C 0.95 1.30 -1.10
7 H -2.34 0.96 -0.63
8 H -1.38 -0.45 -1.25
9 H -2.03 -0.95 0.22
10 H -1.81 0.31 1.50
11 H 0.15 -1.66 2.20
12 H 2.02 -1.99 0.46
13 H 0.46 -2.27 -0.50
14 H -0.01 -0.31 -0.78
15 H 1.60 2.08 -1.19
16 H 1.23 0.84 -2.10
17 H -0.31 2.44 -0.39
18 H 1.77 0.05 1.69
19 N -0.52 1.65 -0.96
20 N 0.76 0.46 1.28

Results of the natural (NBO) charge analysis, in e, for atoms 1 through 8:
1 C -0.268
2 C -0.424
3 C -0.077
4 C -0.399
5 C -0.147
6 C -0.242
7 H 0.226
8 H 0.171

=====

11.
C6H12N2 | ωB97M-V/def2-TZVPD

Its SMILES is Cc1c[nH]cn1.CC. The lowest unoccupied orbital energy is 0.82 eV. As for the energy relative to the best compared isomer or geometry (same formula, charge and spin): 55.79 kcal per mole. The orbital gap is 9.263 eV. The largest force on an atom is 7.75 eV/A.

CARTESIAN COORDINATES (ANGSTROEM)
1 C 3.07 -1.40 1.12
2 C 1.78 -1.30 1.93
3 H 3.09 -2.53 1.14
4 H 3.31 -0.75 0.37
5 H 3.90 -1.01 1.89
6 H 0.97 -1.02 1.18
7 H 1.73 -0.35 2.51
8 H 1.32 -2.20 2.49
9 C 0.82 1.31 -1.57
10 C -1.47 0.06 -1.50
11 C -0.45 0.87 -1.00
12 C -1.98 0.43 0.62
13 N -2.42 -0.17 -0.49
14 N -0.68 0.91 0.38
15 H -1.49 -0.55 -2.36
16 H -3.06 -1.04 -0.56
17 H 0.79 1.52 -2.62
18 H 1.50 0.52 -1.56
19 H -2.39 0.42 1.62
20 H 1.35 2.03 -0.95

Results of the natural (NBO) charge analysis, in e, for atoms 1 through 8:
1 C -0.628
2 C -0.636
3 H 0.224
4 H 0.216
5 H 0.184
6 H 0.216
7 H 0.210
8 H 0.213

=====

12.
C6H12N2O | ωB97M-V/def2-TZVPD

Its SMILES is [H]/N=C(\C)C(=C)C.C=NO. The lowest unoccupied orbital energy is 0.78 eV. As for the energy relative to the best compared isomer or geometry (same formula, charge and spin): 97.67 kcal per mole. The orbital gap is 10.088 eV. The largest force on an atom is 4.93 eV/A.

CARTESIAN COORDINATES (ANGSTROEM)
1 C 0.11 1.19 2.20
2 C -0.24 0.95 -2.11
3 C 1.06 -1.60 0.61
4 N -0.95 0.77 1.61
5 C 0.32 0.54 -0.76
6 C 0.22 -1.05 -0.49
7 C -0.64 -1.81 -1.17
8 O -2.14 1.19 2.24
9 N 1.41 1.08 -0.36
10 H -2.81 0.54 1.99
11 H 1.72 1.89 -0.89
12 H 1.07 0.99 1.76
13 H 0.06 1.85 3.06
14 H -0.04 2.01 -2.29
15 H 0.28 0.42 -2.91
16 H -1.30 0.74 -2.18
17 H 1.41 -2.59 0.32
18 H 1.94 -1.03 0.90
19 H 0.44 -1.72 1.50
20 H -1.22 -1.48 -2.01
21 H -0.69 -2.88 -1.02

Results of the natural (NBO) charge analysis, in e, for atoms 1 through 8:
1 C -0.137
2 C -0.688
3 C -0.668
4 N -0.141
5 C 0.331
6 C 0.001
7 C -0.411
8 O -0.579